{"formula": "C40H87BFO11", "method": "ωB97M-V/def2-TZVPD", "energy_ha": -2528.54377, "homo_energy_ev": -4.35, "e_above_lowest_kcal_mol": 0.0, "total_charge": -1, "elements": ["C", "C", "C", "C", "C", "C", "C", "C", "C", "C", "C", "C", "C", "C", "C", "C", "C", "C", "C", "C", "C", "O", "B", "O", "C", "C", "C", "O", "F", "H", "H", "H", "H", "H", "H", "H", "H", "H", "H", "H", "H", "H", "H", "H", "H", "H", "H", "H", "H", "H", "H", "H", "H", "H", "H", "H", "H", "H", "H", "H", "H", "H", "H", "H", "H", "H", "H", "H", "H", "H", "H", "H", "H", "H", "H", "H", "C", "O", "C", "C", "O", "C", "H", "H", "H", "H", "H", "H", "H", "H", "H", "H", "C", "O", "C", "C", "O", "C", "H", "H", "H", "H", "H", "H", "H", "H", "H", "H", "C", "O", "C", "C", "O", "C", "H", "H", "H", "H", "H", "H", "H", "H", "H", "H", "C", "O", "C", "C", "O", "C", "H", "H", "H", "H", "H", "H", "H", "H", "H", "H"], "positions_angstrom": [[2.07210, -0.17239, 5.93386], [3.56563, -0.34906, 5.55000], [4.18189, 0.93281, 4.94551], [4.11815, 0.90279, 3.40931], [4.78241, 2.12346, 2.76621], [4.74869, 2.11006, 1.22245], [3.32576, 2.14494, 0.64892], [2.62038, 3.49853, 0.94666], [1.40008, 3.30876, 1.88553], [0.43044, 4.50732, 1.84072], [-1.08407, 4.18576, 1.98068], [-1.42746, 2.83460, 2.62305], [-2.95285, 2.66584, 2.70932], [-3.46013, 1.32792, 3.31912], [-2.53022, 0.60900, 4.31448], [-1.45045, -0.29119, 3.68449], [-1.98724, -1.62026, 3.12129], [-2.65957, -1.52042, 1.72865], [-2.19013, -2.56141, 0.68564], [-1.23221, -1.95003, -0.37260], [-0.25289, -2.99491, -0.92745], [0.18483, -2.64900, -2.21208], [1.66302, -2.35130, -2.05910], [2.06378, -3.33770, -1.00161], [1.01934, -3.35580, -0.07576], [1.30603, -2.49076, 1.20182], [2.77346, -2.18167, 1.28865], [3.34934, -1.32432, 0.78937], [3.44195, -3.04962, 2.08446], [1.66796, 0.76866, 5.53915], [1.95323, -0.18532, 7.02361], [1.46522, -0.98837, 5.52444], [3.61991, -1.14086, 4.79338], [4.13564, -0.69028, 6.42046], [3.62685, 1.81565, 5.29351], [5.23850, 1.02596, 5.23056], [3.07504, 0.81328, 3.07685], [4.64557, 0.00432, 3.06517], [5.85146, 2.07147, 3.03479], [4.41327, 3.07610, 3.17174], [5.27389, 1.19827, 0.90095], [5.34019, 2.95040, 0.82828], [2.75614, 1.30665, 1.05982], [3.38428, 1.95619, -0.43018], [2.25238, 3.89486, -0.01114], [3.33249, 4.21159, 1.37867], [0.92385, 2.37834, 1.57229], [1.80789, 3.24594, 2.90268], [0.57097, 5.02933, 0.88335], [0.68758, 5.23870, 2.61909], [-1.51626, 4.96692, 2.62657], [-1.62596, 4.26945, 1.02859], [-0.93783, 2.69737, 3.59379], [-1.07030, 2.05799, 1.93458], [-3.41606, 3.54516, 3.17880], [-3.29768, 2.68003, 1.66687], [-3.75596, 0.66738, 2.50309], [-4.38797, 1.56685, 3.86122], [-2.10442, 1.33776, 5.01990], [-3.15894, -0.04704, 4.93686], [-0.87629, 0.20521, 2.89670], [-0.71774, -0.53726, 4.46837], [-2.62751, -2.12428, 3.85625], [-1.10962, -2.27237, 2.99437], [-2.40548, -0.53081, 1.32722], [-3.75212, -1.54731, 1.83638], [-3.08450, -2.91656, 0.15693], [-1.70571, -3.41707, 1.17476], [-0.72024, -1.09065, 0.07764], [-1.83088, -1.55544, -1.20227], [-0.86999, -3.91371, -1.01552], [1.73582, -1.21671, -1.55596], [2.24281, -2.49184, -3.11796], [0.92668, -4.39465, 0.27714], [0.77039, -1.54097, 1.24248], [1.04912, -3.08202, 2.08855], [-5.92927, 3.25635, -0.88061], [-4.55098, 3.50136, -0.68448], [-3.72270, 2.83123, -1.62807], [-3.20085, 3.78027, -2.68076], [-4.24411, 4.25130, -3.52599], [-4.65250, 5.57021, -3.22569], [-6.47805, 3.91451, -0.20790], [-6.23272, 3.46736, -1.90991], [-6.17765, 2.21770, -0.63598], [-4.26241, 2.00279, -2.09551], [-2.87252, 2.41309, -1.07954], [-2.48358, 3.24858, -3.31227], [-2.68188, 4.61939, -2.20727], [-3.86936, 6.28964, -3.49068], [-4.90215, 5.68352, -2.16702], [-5.53816, 5.78336, -3.82317], [-2.50276, -8.10442, -3.59672], [-3.19652, -7.54365, -4.69605], [-4.27023, -6.69825, -4.30858], [-3.90983, -5.23465, -4.44191], [-2.93233, -4.85542, -3.49698], [-1.62405, -4.71159, -4.04260], [-1.62134, -8.61038, -3.98897], [-2.18321, -7.33467, -2.89037], [-3.12933, -8.83899, -3.07773], [-4.57999, -6.91318, -3.28113], [-5.11279, -6.92227, -4.97230], [-4.80669, -4.63545, -4.24519], [-3.57394, -5.01797, -5.46212], [-1.57779, -3.83725, -4.69812], [-1.32674, -5.60553, -4.60011], [-0.93092, -4.54909, -3.22060], [5.29921, 5.23089, 5.85687], [4.83918, 5.73220, 4.61490], [3.70619, 6.57643, 4.74014], [4.08009, 8.03335, 4.59132], [4.86939, 8.48762, 5.68241], [6.24446, 8.59744, 5.36936], [6.23812, 4.70916, 5.67920], [5.47020, 6.03681, 6.57618], [4.57681, 4.51956, 6.27150], [3.20277, 6.41019, 5.69757], [3.00883, 6.30815, 3.93930], [3.16602, 8.63548, 4.57889], [4.60479, 8.19088, 3.64421], [6.41832, 9.42117, 4.66798], [6.63450, 7.67050, 4.94102], [6.77525, 8.81037, 6.29623], [0.74332, -7.23768, -10.14566], [0.36911, -5.94445, -9.71706], [-0.92684, -5.55949, -10.14608], [-1.94220, -5.66536, -9.03016], [-2.17679, -7.01506, -8.66602], [-1.53668, -7.38336, -7.44971], [1.68144, -7.48689, -9.65225], [-0.00892, -7.98367, -9.87514], [0.89988, -7.25759, -11.23070], [-1.24616, -6.16568, -11.00029], [-0.86491, -4.51628, -10.47298], [-2.89381, -5.25113, -9.38126], [-1.61509, -5.08101, -8.16459], [-2.00948, -6.88762, -6.60283], [-0.47006, -7.14200, -7.47308], [-1.65531, -8.45913, -7.32936]]}